[1]
C96H80F16 | ωB97M-V/def2-TZVPD

## Properties
Charge ... 0
E_LUMO ... 0.0202 Ha
Kohn-Sham gap ... 9.59 eV

```
192
Properties=species:S:1:pos:R:3:lowdin_charge:R:1
F 1.801 -1.577 -7.036 0.044
C 0.817 -0.648 -7.044 -0.271
C -0.429 -1.114 -7.408 0.002
C -1.523 -0.232 -7.339 -0.073
C -1.352 1.075 -6.936 -0.090
C -0.103 1.515 -6.474 -0.073
C 1.008 0.654 -6.561 0.003
H -0.602 -2.117 -7.665 0.099
H -2.486 -0.575 -7.623 0.090
H -2.236 1.717 -6.813 0.104
H 0.080 2.531 -6.206 0.080
H 2.004 0.945 -6.276 0.109
F 2.848 4.871 3.370 0.049
C 2.494 4.919 2.071 -0.319
C 2.968 5.994 1.405 -0.024
C 2.588 6.211 0.042 -0.066
C 1.640 5.347 -0.467 -0.099
C 1.220 4.232 0.259 -0.095
C 1.715 3.941 1.501 -0.011
H 3.622 6.730 1.901 0.127
H 2.874 7.136 -0.451 0.105
H 1.313 5.677 -1.437 0.098
H 0.479 3.530 -0.173 0.109
H 1.299 3.092 2.009 0.107
F -5.119 1.478 1.602 0.056
C -5.106 0.213 1.171 -0.303
C -4.029 -0.598 1.339 -0.021
C -4.079 -1.867 0.755 -0.065
C -5.162 -2.251 -0.006 -0.129
C -6.267 -1.471 -0.129 -0.086
C -6.245 -0.197 0.495 0.006
H -3.183 -0.180 1.843 0.082
H -3.255 -2.584 0.755 0.101
H -5.110 -3.296 -0.476 0.135
H -7.073 -1.666 -0.781 0.094
H -7.097 0.447 0.192 0.128
F 6.027 -1.058 -0.168 0.037
C 5.630 0.244 -0.161 -0.288
C 4.488 0.558 -0.864 -0.023
C 4.032 1.844 -0.865 -0.052
C 4.766 2.863 -0.169 -0.065
C 5.871 2.520 0.592 -0.062
C 6.328 1.178 0.556 -0.013
H 3.925 -0.172 -1.427 0.101
H 3.203 2.192 -1.367 0.075
H 4.445 3.873 -0.209 0.077
H 6.445 3.328 1.003 0.101
H 7.217 0.834 1.079 0.123
F -2.647 -7.468 0.694 0.050
C -2.001 -6.355 1.095 -0.291
C -2.522 -5.702 2.182 0.000
C -1.840 -4.510 2.613 -0.070
C -0.757 -4.010 1.909 -0.124
C -0.234 -4.717 0.849 -0.069
C -0.900 -5.883 0.353 0.014
H -3.410 -6.026 2.664 0.104
H -2.153 -4.057 3.559 0.100
H -0.220 -3.171 2.360 0.095
H 0.609 -4.294 0.311 0.084
H -0.570 -6.352 -0.560 0.102
F 1.295 -1.833 0.259 0.061
C 0.495 -0.853 -0.149 -0.283
C 0.511 -0.459 -1.484 0.002
C -0.401 0.467 -1.936 -0.081
C -1.276 1.075 -1.077 -0.089
C -1.264 0.694 0.257 -0.078
C -0.436 -0.337 0.728 0.011
H 1.188 -0.873 -2.203 0.106
H -0.382 0.831 -2.919 0.081
H -1.880 1.918 -1.395 0.098
H -1.890 1.195 0.961 0.067
H -0.452 -0.644 1.773 0.108
F -5.353 3.452 -0.723 0.099
C -4.358 4.266 -0.497 -0.314
C -4.370 5.558 -0.990 -0.023
C -3.311 6.398 -0.754 -0.086
C -2.212 5.964 -0.012 -0.082
C -2.212 4.659 0.457 -0.091
C -3.268 3.824 0.203 -0.026
H -5.205 5.903 -1.626 0.127
H -3.387 7.445 -1.069 0.111
H -1.393 6.657 0.286 0.115
H -1.454 4.274 1.067 0.080
H -3.221 2.793 0.520 0.089
F -3.565 5.516 3.239 0.022
C -2.341 6.149 3.467 -0.273
C -1.437 5.401 4.153 -0.001
C -0.161 5.939 4.282 -0.057
C 0.151 7.184 3.771 -0.090
C -0.854 7.897 3.199 -0.096
C -2.104 7.388 3.014 -0.045
H -1.718 4.470 4.543 0.091
H 0.572 5.498 4.925 0.104
H 1.080 7.621 3.955 0.092
H -0.593 8.903 2.848 0.119
H -2.872 7.969 2.499 0.134
F 7.382 -5.983 2.170 0.053
C 6.160 -5.406 2.178 -0.292
C 6.000 -4.283 1.451 -0.032
C 4.762 -3.695 1.321 -0.103
C 3.647 -4.207 2.019 -0.068
C 3.869 -5.338 2.794 -0.075
C 5.103 -6.012 2.872 0.010
H 6.815 -3.946 0.806 0.132
H 4.739 -2.798 0.744 0.068
H 2.714 -3.761 1.881 0.071
H 3.028 -5.715 3.381 0.107
H 5.182 -6.909 3.478 0.114
F 3.002 -5.539 -1.160 0.059
C 3.229 -4.885 -2.313 -0.299
C 3.399 -3.519 -2.260 -0.009
C 3.757 -2.860 -3.482 -0.048
C 3.872 -3.594 -4.709 -0.082
C 3.652 -4.960 -4.660 -0.087
C 3.423 -5.631 -3.455 -0.008
H 3.449 -3.000 -1.326 0.085
H 3.817 -1.775 -3.466 0.088
H 4.145 -3.043 -5.569 0.086
H 3.527 -5.544 -5.590 0.121
H 3.288 -6.638 -3.471 0.087
F -0.359 2.080 3.654 0.006
C -1.419 1.297 4.102 -0.257
C -2.686 1.804 3.858 -0.021
C -3.807 1.041 4.239 -0.087
C -3.609 -0.231 4.769 -0.080
C -2.287 -0.715 4.905 -0.066
C -1.146 0.031 4.561 -0.006
H -2.785 2.726 3.317 0.099
H -4.816 1.390 4.044 0.108
H -4.514 -0.837 5.031 0.123
H -2.136 -1.723 5.175 0.081
H -0.179 -0.459 4.755 0.108
F 5.923 -1.491 6.686 0.083
C 5.410 -0.951 5.595 -0.320
C 5.328 -1.686 4.414 0.011
C 4.721 -1.054 3.366 -0.104
C 4.247 0.227 3.452 -0.103
C 4.388 0.918 4.624 -0.095
C 5.069 0.355 5.668 -0.036
H 5.754 -2.733 4.283 0.145
H 4.829 -1.547 2.408 0.076
H 3.844 0.700 2.514 0.122
H 3.996 1.908 4.739 0.105
H 5.308 0.864 6.578 0.121
F 0.238 3.698 -4.129 0.039
C -1.044 4.028 -4.424 -0.292
C -1.290 5.349 -4.818 -0.013
C -2.562 5.761 -5.153 -0.087
C -3.587 4.849 -4.945 -0.100
C -3.341 3.521 -4.583 -0.057
C -2.021 3.086 -4.378 -0.041
H -0.491 6.111 -4.920 0.128
H -2.895 6.742 -5.482 0.110
H -4.612 5.157 -5.172 0.105
H -4.154 2.812 -4.620 0.093
H -1.904 2.052 -4.158 0.097
F -3.225 -2.925 -5.569 0.084
C -3.720 -1.916 -4.875 -0.307
C -4.724 -1.194 -5.518 -0.018
C -5.330 -0.156 -4.825 -0.094
C -5.038 0.100 -3.488 -0.090
C -4.019 -0.654 -2.904 -0.085
C -3.343 -1.631 -3.599 -0.009
H -5.032 -1.520 -6.485 0.110
H -6.141 0.401 -5.328 0.113
H -5.608 0.862 -2.960 0.103
H -3.701 -0.423 -1.900 0.089
H -2.471 -2.041 -3.099 0.118
F 0.298 -4.948 -6.782 0.015
C -0.495 -5.010 -5.636 -0.241
C -1.700 -5.665 -5.612 -0.018
C -2.362 -5.802 -4.385 -0.084
C -1.829 -5.400 -3.193 -0.095
C -0.608 -4.718 -3.244 -0.075
C 0.057 -4.482 -4.458 -0.003
H -1.939 -6.020 -6.569 0.105
H -3.266 -6.379 -4.273 0.107
H -2.327 -5.648 -2.309 0.078
H -0.040 -4.353 -2.359 0.103
H 1.028 -3.965 -4.333 0.105
F 1.384 -3.350 5.005 0.062
C 1.272 -2.619 6.125 -0.310
C 0.721 -3.138 7.228 -0.025
C 0.436 -2.335 8.343 -0.061
C 0.984 -1.081 8.417 -0.105
C 1.737 -0.601 7.369 -0.070
C 1.873 -1.355 6.183 -0.008
H 0.390 -4.122 7.185 0.101
H -0.041 -2.833 9.173 0.106
H 0.899 -0.489 9.288 0.093
H 2.171 0.399 7.487 0.112
H 2.368 -0.875 5.307 0.111
```



[2]
C99H105N19O33 | ωB97M-V/def2-TZVPD

## Properties
Charge ... 0
E_LUMO ... -0.0441 Ha
Kohn-Sham gap ... 7.32 eV

```
256
Properties=species:S:1:pos:R:3:lowdin_charge:R:1
C 19.839 -13.712 31.086 -0.099
C 19.328 -12.985 30.061 -0.077
C 20.191 -12.280 29.249 -0.005
C 21.560 -12.499 29.407 -0.145
C 22.095 -13.232 30.458 0.011
C 21.180 -13.901 31.280 -0.059
N 22.483 -11.879 28.479 -0.348
O 21.979 -11.176 27.629 0.073
O 23.666 -11.993 28.688 0.077
H 19.125 -14.240 31.702 0.110
H 18.266 -12.894 29.868 0.089
H 19.738 -11.688 28.461 0.107
H 23.136 -13.417 30.644 0.117
H 21.537 -14.507 32.089 0.103
C 15.879 -4.746 32.315 -0.076
C 15.610 -6.088 32.338 -0.070
C 14.314 -6.503 32.150 0.015
C 13.331 -5.536 31.789 -0.143
C 13.630 -4.216 31.658 -0.032
C 14.929 -3.811 31.915 -0.051
N 11.961 -5.951 31.466 -0.353
O 11.723 -7.139 31.635 0.054
O 11.181 -5.144 31.030 0.087
H 16.881 -4.333 32.475 0.098
H 16.352 -6.834 32.598 0.100
H 14.028 -7.551 32.204 0.114
H 12.891 -3.486 31.362 0.119
H 15.195 -2.766 31.831 0.102
C 14.148 -14.561 27.018 -0.100
C 14.000 -13.381 26.334 -0.052
C 15.191 -12.798 25.907 0.017
C 16.413 -13.406 26.206 -0.174
C 16.514 -14.555 26.942 0.006
C 15.337 -15.137 27.382 -0.057
N 17.601 -12.748 25.767 -0.343
O 18.660 -13.247 26.091 0.098
O 17.489 -11.691 25.205 0.075
H 13.288 -15.181 27.228 0.108
H 13.027 -12.971 26.095 0.111
H 15.245 -11.878 25.343 0.099
H 17.452 -15.039 27.159 0.126
H 15.323 -16.054 27.953 0.112
C 25.612 -6.117 32.076 -0.082
C 25.695 -7.262 32.775 -0.092
C 24.957 -8.335 32.365 0.015
C 24.063 -8.178 31.307 -0.154
C 23.839 -6.982 30.702 -0.022
C 24.686 -5.937 31.025 -0.043
N 23.259 -9.317 30.896 -0.315
O 23.644 -10.436 31.278 0.069
O 22.250 -9.108 30.304 0.097
H 26.246 -5.288 32.354 0.111
H 26.372 -7.378 33.607 0.118
H 24.989 -9.322 32.814 0.126
H 23.083 -6.902 29.936 0.116
H 24.635 -4.998 30.515 0.083
C 12.502 -1.808 28.027 -0.061
C 13.032 -3.117 28.159 -0.030
C 12.891 -4.010 27.104 0.000
C 12.305 -3.583 25.910 -0.171
C 11.864 -2.260 25.783 -0.023
C 11.798 -1.448 26.891 -0.071
N 12.249 -4.480 24.819 -0.359
O 11.799 -4.009 23.774 0.062
O 12.624 -5.598 24.989 0.086
H 12.639 -1.074 28.807 0.101
H 13.506 -3.428 29.078 0.083
H 13.267 -5.019 27.169 0.101
H 11.394 -1.925 24.868 0.121
H 11.423 -0.443 26.777 0.110
C 19.239 -1.984 21.914 -0.066
C 18.177 -2.688 22.396 -0.077
C 18.248 -4.062 22.314 0.008
C 19.381 -4.702 21.786 -0.144
C 20.425 -3.951 21.307 -0.007
C 20.374 -2.610 21.429 -0.071
N 19.526 -6.121 21.837 -0.341
O 18.783 -6.722 22.576 0.072
O 20.373 -6.631 21.126 0.075
H 19.318 -0.906 22.008 0.117
H 17.331 -2.205 22.885 0.093
H 17.535 -4.792 22.651 0.088
H 21.352 -4.401 20.972 0.129
H 21.153 -1.941 21.101 0.114
C 22.423 -3.575 29.770 -0.075
C 21.186 -4.163 29.882 -0.053
C 20.251 -3.544 30.704 -0.003
C 20.562 -2.388 31.456 -0.154
C 21.807 -1.773 31.269 -0.007
C 22.702 -2.360 30.441 -0.070
N 19.548 -1.732 32.211 -0.350
O 18.401 -1.929 31.914 0.069
O 19.923 -0.939 33.075 0.070
H 23.212 -3.951 29.129 0.090
H 20.891 -5.099 29.426 0.107
H 19.261 -3.980 30.772 0.104
H 22.196 -0.889 31.743 0.123
H 23.649 -1.856 30.302 0.116
C 24.814 -7.395 27.603 -0.097
C 24.333 -8.555 27.036 -0.047
C 23.217 -8.499 26.220 0.017
C 22.687 -7.256 25.951 -0.131
C 23.236 -6.046 26.435 0.021
C 24.364 -6.151 27.221 -0.082
N 21.459 -7.158 25.182 -0.332
O 20.986 -6.060 24.898 0.068
O 20.940 -8.211 24.923 0.070
H 25.689 -7.519 28.237 0.115
H 24.757 -9.485 27.386 0.111
H 22.685 -9.362 25.845 0.113
H 22.752 -5.114 26.187 0.095
H 24.832 -5.262 27.592 0.101
C 17.743 -2.101 27.543 -0.048
C 18.849 -1.693 28.319 -0.032
C 20.145 -1.857 27.779 0.013
C 20.237 -2.368 26.483 -0.126
C 19.121 -2.650 25.655 0.033
C 17.884 -2.569 26.233 -0.060
N 21.549 -2.580 25.935 -0.354
O 22.515 -2.526 26.652 0.066
O 21.605 -2.691 24.712 0.075
H 16.802 -2.115 28.069 0.087
H 18.711 -1.290 29.319 0.091
H 21.018 -1.679 28.379 0.095
H 19.194 -3.048 24.659 0.096
H 17.067 -2.855 25.586 0.096
C 14.422 -7.653 20.502 -0.081
C 14.190 -6.704 21.467 -0.052
C 14.525 -5.361 21.248 0.031
C 15.166 -5.085 20.025 -0.144
C 15.564 -6.071 19.131 0.005
C 15.138 -7.402 19.338 -0.040
N 15.618 -3.732 19.733 -0.359
O 15.197 -2.862 20.480 0.046
O 16.400 -3.534 18.843 0.094
H 14.060 -8.653 20.726 0.089
H 13.807 -6.977 22.445 0.105
H 14.238 -4.590 21.941 0.097
H 16.146 -5.896 18.230 0.122
H 15.404 -8.101 18.551 0.109
C 18.551 -6.867 28.611 -0.091
C 17.687 -5.823 28.762 -0.070
C 16.851 -5.365 27.745 0.026
C 17.040 -6.040 26.515 -0.148
C 18.027 -6.998 26.319 0.002
C 18.793 -7.456 27.368 -0.034
N 16.277 -5.621 25.369 -0.328
O 16.540 -6.038 24.269 0.083
O 15.405 -4.814 25.635 0.049
H 19.129 -7.166 29.468 0.090
H 17.610 -5.360 29.735 0.097
H 16.094 -4.609 27.905 0.112
H 18.130 -7.432 25.332 0.115
H 19.549 -8.232 27.269 0.119
C 12.882 -8.604 29.130 -0.065
C 14.130 -7.993 28.931 -0.048
C 15.313 -8.761 28.708 -0.003
C 15.167 -10.125 28.830 -0.157
C 13.960 -10.801 29.099 0.024
C 12.774 -10.023 29.261 -0.016
N 16.367 -10.952 28.659 -0.314
O 17.351 -10.473 28.104 0.061
O 16.339 -12.087 29.075 0.069
H 12.046 -7.939 29.239 0.091
H 14.120 -6.903 28.944 0.098
H 16.291 -8.323 28.535 0.089
H 13.980 -11.875 29.257 0.113
H 11.834 -10.467 29.569 0.106
C 13.732 -9.113 25.162 -0.043
C 13.085 -9.787 24.160 -0.082
C 13.756 -10.216 23.064 -0.020
C 15.133 -10.053 23.036 -0.169
C 15.810 -9.358 24.004 -0.003
C 15.121 -8.846 25.099 -0.023
N 15.840 -10.558 21.879 -0.312
O 15.216 -10.973 20.917 0.085
O 17.040 -10.460 21.981 0.057
H 13.160 -8.687 25.989 0.107
H 12.030 -9.990 24.137 0.114
H 13.246 -10.755 22.283 0.125
H 16.880 -9.258 23.971 0.115
H 15.690 -8.285 25.833 0.086
C 22.345 -3.179 35.146 -0.087
C 23.242 -4.110 34.668 -0.058
C 22.704 -5.210 34.065 0.012
C 21.298 -5.336 33.922 -0.158
C 20.429 -4.378 34.419 0.006
C 20.975 -3.262 35.060 -0.062
N 20.755 -6.483 33.287 -0.360
O 21.230 -7.565 33.544 0.101
O 19.839 -6.302 32.519 0.074
H 22.703 -2.312 35.693 0.113
H 24.296 -3.862 34.736 0.115
H 23.292 -6.058 33.745 0.100
H 19.358 -4.514 34.333 0.123
H 20.385 -2.438 35.462 0.116
C 14.212 -1.761 23.280 0.013
C 15.031 -0.539 23.577 -0.560
O 16.110 -0.558 24.129 0.033
N 14.360 0.618 23.396 0.004
C 15.065 1.892 23.457 -0.062
H 13.621 -1.921 24.179 0.057
H 14.792 -2.656 23.054 0.069
H 13.483 -1.563 22.496 0.090
H 13.663 0.479 22.669 0.130
H 14.629 2.663 22.843 0.079
H 16.116 1.744 23.184 0.089
H 14.996 2.173 24.514 0.071
C 16.741 0.768 30.548 0.000
C 15.841 0.169 29.479 -0.563
O 15.218 -0.848 29.673 0.037
N 15.855 0.851 28.294 0.027
C 15.053 0.375 27.167 -0.062
H 16.227 1.513 31.159 0.086
H 17.624 1.261 30.149 0.074
H 17.053 -0.056 31.200 0.059
H 16.516 1.595 28.148 0.131
H 14.044 0.775 27.160 0.081
H 15.065 -0.714 27.068 0.078
H 15.553 0.787 26.283 0.066
C 18.074 -10.265 33.336 0.013
C 17.227 -9.627 32.242 -0.530
O 16.047 -9.383 32.366 0.031
N 17.904 -9.281 31.090 0.046
C 19.328 -9.495 30.840 -0.095
H 17.561 -10.319 34.294 0.085
H 19.022 -9.713 33.410 0.072
H 18.383 -11.266 33.025 0.078
H 17.323 -8.826 30.400 0.094
H 19.848 -8.614 31.230 0.052
H 19.482 -9.551 29.765 0.068
H 19.766 -10.376 31.306 0.081
C 17.197 -11.714 18.047 -0.009
C 18.263 -10.654 18.179 -0.581
O 19.090 -10.398 17.327 0.039
N 18.120 -9.948 19.309 0.019
C 19.025 -8.844 19.711 -0.045
H 16.193 -11.314 17.909 0.076
H 17.133 -12.338 18.945 0.064
H 17.445 -12.349 17.188 0.084
H 17.364 -10.222 19.908 0.065
H 19.879 -8.786 19.017 0.093
H 19.398 -9.100 20.694 0.061
H 18.533 -7.864 19.728 0.067
C 20.283 -10.825 23.554 -0.006
C 20.282 -12.225 23.022 -0.547
O 21.217 -13.002 23.181 0.023
N 19.306 -12.574 22.141 0.013
C 19.147 -13.870 21.501 -0.058
H 20.489 -10.807 24.613 0.069
H 19.304 -10.374 23.361 0.057
H 21.031 -10.244 22.999 0.096
H 18.647 -11.840 21.975 0.071
H 18.662 -13.772 20.537 0.068
H 18.654 -14.615 22.118 0.077
H 20.163 -14.220 21.330 0.082
```



Relative energy (zero: lowest compared OMol25 entry of this formula, charge and spin) for the records above, in order: 18.7; 0.0 kcal/mol
Maximum force for the records above, in order: 3.66; 3.05 eV/Å